1) {
  "formula": "C3H4O3S",
  "method": "wB97M-V/def2-TZVPD",
  "lumo_ev": 0.5846,
  "symbols": ["C", "C", "C", "O", "O", "O", "S", "H", "H", "H", "H"],
  "coordinates": [[-0.336, 2.738, -0.213], [-0.491, 1.594, 0.114], [2.164, -2.087, -0.587], [-2.671, 0.443, 0.966], [-1.079, -0.926, -0.290], [1.568, -1.419, 0.210], [-1.082, -0.019, 0.797], [0.217, 3.633, -0.403], [-3.137, 1.200, 1.422], [2.972, -2.779, -0.393], [1.876, -2.379, -1.624]],
  "mulliken_charge": [0.217, -0.605, -0.079, -0.514, -0.440, -0.368, 0.642, 0.371, 0.345, 0.225, 0.205]
}

2) {
  "formula": "C3H4O3S",
  "method": "wB97M-V/def2-TZVPD",
  "lumo_ev": -0.1016,
  "symbols": ["C", "C", "C", "O", "O", "O", "S", "H", "H", "H", "H"],
  "coordinates": [[0.582, -0.670, -0.385], [0.224, 0.465, -0.636], [1.296, -1.871, 0.033], [-2.377, 2.882, 0.855], [-1.449, 0.707, 1.700], [-0.504, 1.487, -0.989], [-2.149, 1.442, 0.704], [0.885, -2.323, 0.826], [2.421, -1.642, 0.153], [1.154, -2.600, -0.706], [-0.082, 2.121, -1.556]],
  "mulliken_charge": [0.130, 0.435, -1.251, -0.452, -0.386, -0.504, 0.761, 0.360, 0.230, 0.341, 0.337]
}

3) {
  "formula": "C3H4O3S",
  "method": "wB97M-V/def2-TZVPD",
  "lumo_ev": 0.5642,
  "symbols": ["C", "C", "C", "O", "O", "O", "S", "H", "H", "H", "H"],
  "coordinates": [[0.858, 1.869, 0.950], [1.476, 0.932, 0.521], [-2.180, -0.763, -1.002], [2.702, -1.076, 1.621], [2.580, -1.131, -0.931], [-1.598, -0.340, -0.055], [2.867, -0.233, 0.179], [0.421, 2.743, 1.360], [1.916, -1.594, 1.838], [-2.499, -0.226, -1.781], [-2.239, -1.826, -1.086]],
  "mulliken_charge": [0.106, -0.452, -0.123, -0.474, -0.494, -0.352, 0.591, 0.381, 0.343, 0.269, 0.206]
}

Least stable = 1)

1) {
  "formula": "C3H8O3",
  "method": "wB97M-V/def2-TZVPD",
  "lumo_ev": 0.5139,
  "symbols": ["O", "C", "O", "H", "H", "C", "C", "O", "H", "H", "H", "H", "H", "H"],
  "coordinates": [[2.639, -0.905, -0.678], [2.542, 0.271, -0.561], [2.148, 0.860, 0.592], [2.799, 0.996, -1.348], [1.842, 1.760, 0.394], [-1.089, -1.043, 0.676], [-1.082, 0.192, -0.192], [-2.341, 0.437, -0.816], [-1.430, -1.910, 0.112], [-0.091, -1.236, 1.068], [-1.753, -0.923, 1.538], [-0.383, 0.076, -1.022], [-0.775, 1.073, 0.383], [-3.026, 0.352, -0.145]],
  "mulliken_charge": [-0.417, 0.180, -0.413, 0.307, 0.344, -1.074, 0.044, -0.547, 0.305, 0.310, 0.355, 0.150, 0.143, 0.313]
}

2) {
  "formula": "C3H8O3",
  "method": "wB97M-V/def2-TZVPD",
  "lumo_ev": 0.6595,
  "symbols": ["O", "C", "O", "H", "H", "C", "C", "O", "H", "H", "H", "H", "H", "H"],
  "coordinates": [[-4.547, 1.237, -0.790], [-3.801, 1.982, -1.329], [-2.481, 2.048, -1.047], [-4.093, 2.734, -2.077], [-2.002, 2.346, -1.831], [2.276, -1.424, -0.110], [1.934, -1.162, 1.332], [0.777, -0.350, 1.351], [1.377, -1.809, -0.606], [3.063, -2.162, -0.182], [2.518, -0.500, -0.622], [1.760, -2.111, 1.848], [2.772, -0.634, 1.811], [0.448, -0.194, 2.250]],
  "mulliken_charge": [-0.404, 0.220, -0.403, 0.244, 0.342, -1.049, -0.154, -0.510, 0.277, 0.347, 0.281, 0.273, 0.251, 0.286]
}

Least stable = 2)

1) {
  "formula": "C3H8O3",
  "method": "wB97M-V/def2-TZVPD",
  "lumo_ev": 0.5445,
  "symbols": ["O", "C", "O", "H", "H", "C", "C", "O", "H", "H", "H", "H", "H", "H"],
  "coordinates": [[1.304, -2.583, -0.646], [0.394, -1.852, -0.296], [-0.461, -1.665, -1.342], [0.145, -1.442, 0.655], [-1.336, -1.274, -1.259], [0.785, 1.518, 0.215], [-0.528, 2.302, 0.372], [-1.272, 1.638, 1.487], [1.244, 1.915, -0.711], [1.355, 1.930, 1.066], [0.609, 0.418, 0.186], [-1.097, 1.933, -0.498], [-0.252, 3.313, 0.561], [-1.135, 2.281, 2.268]],
  "mulliken_charge": [-0.520, 0.165, -0.462, 0.463, 0.333, -0.437, -0.403, -0.533, 0.319, 0.321, -0.182, 0.262, 0.370, 0.303]
}

2) {
  "formula": "C3H8O3",
  "method": "wB97M-V/def2-TZVPD",
  "lumo_ev": 0.5745,
  "symbols": ["O", "C", "C", "O", "C", "O", "H", "H", "H", "H", "H", "H", "H", "H"],
  "coordinates": [[1.963, -0.518, -0.734], [1.019, -0.797, 0.207], [-0.451, -0.618, -0.160], [-1.149, -1.337, 0.833], [-0.849, 0.930, -0.085], [0.066, 1.664, -0.760], [1.750, 0.365, -1.041], [1.214, -0.482, 1.219], [1.020, -1.891, 0.283], [-0.658, -1.032, -1.220], [-1.026, -0.978, 1.776], [-1.872, 1.052, -0.555], [-0.796, 1.029, 0.950], [-0.230, 2.615, -0.713]],
  "mulliken_charge": [-0.499, -0.586, 0.013, -0.552, -0.477, -0.507, 0.365, 0.335, 0.307, 0.303, 0.356, 0.279, 0.342, 0.320]
}

Least stable = 1)

1) {
  "formula": "CHN3O",
  "method": "wB97M-V/def2-TZVPD",
  "lumo_ev": 0.3617,
  "symbols": ["C", "N", "N", "N", "O", "H"],
  "coordinates": [[0.466, 0.309, 0.882], [0.574, -0.919, 0.479], [-0.219, -0.949, -0.667], [-0.679, 0.206, -0.890], [-0.176, 1.136, 0.062], [0.881, 0.694, 1.752]],
  "mulliken_charge": [0.092, -0.277, -0.113, 0.004, -0.147, 0.440]
}

2) {
  "formula": "CHN3O",
  "method": "wB97M-V/def2-TZVPD",
  "lumo_ev": [0.1095, 0.0902],
  "symbols": ["C", "N", "N", "N", "O", "H"],
  "coordinates": [[-1.158, -0.258, -0.006], [1.735, 0.244, -0.639], [1.689, 0.076, 0.570], [0.709, 0.925, 0.144], [-0.976, -1.402, -0.115], [-1.999, 0.415, 0.044]],
  "mulliken_charge": [0.173, -0.032, 0.004, -0.189, -0.280, 0.324]
}

Least stable = 2)

1) {
  "formula": "C3H8OS2",
  "method": "wB97M-V/def2-TZVPD",
  "charge": 1,
  "lumo_ev": [-4.0712, -7.8955],
  "spin_multiplicity": 2,
  "s_squared": 0.7541,
  "symbols": ["S", "S", "H", "H", "C", "C", "C", "O", "H", "H", "H", "H", "H", "H"],
  "coordinates": [[1.768, 1.773, -0.617], [0.816, 2.460, 1.096], [1.542, 2.831, -1.419], [1.912, 2.943, 1.703], [-0.834, -0.640, 0.341], [-1.369, -1.727, -0.489], [-1.488, -3.028, -0.059], [-1.992, -3.927, -0.857], [-1.517, 0.209, 0.255], [-0.631, -0.930, 1.366], [0.112, -0.306, -0.119], [-1.640, -1.472, -1.509], [-1.194, -3.389, 0.921], [-2.011, -4.780, -0.384]],
  "mulliken_charge": [-0.218, -0.176, 0.208, 0.205, -0.768, 0.008, 0.092, -0.309, 0.385, 0.339, 0.119, 0.363, 0.340, 0.410]
}

2) {
  "formula": "C3H8OS2",
  "method": "wB97M-V/def2-TZVPD",
  "charge": 1,
  "lumo_ev": [-5.7845, -8.4871],
  "spin_multiplicity": 2,
  "s_squared": 0.7545,
  "symbols": ["C", "S", "S", "H", "H", "H", "H", "O", "C", "C", "H", "H", "H", "H"],
  "coordinates": [[0.785, 0.851, 2.586], [1.964, -0.107, 1.548], [1.434, 0.677, -0.299], [0.169, 0.180, 3.343], [0.266, 1.522, 1.996], [1.337, 1.515, 3.293], [2.372, -0.125, -0.769], [-3.386, -1.465, -2.510], [-2.534, -1.102, -1.748], [-2.134, 0.214, -1.295], [-1.624, -1.856, -1.563], [-3.085, 0.659, -1.248], [-1.609, 1.016, -1.868], [-1.820, -0.097, -0.339]],
  "mulliken_charge": [-0.745, 0.315, 0.117, 0.329, 0.319, 0.376, 0.266, -0.400, 0.205, -0.757, 0.166, 0.293, 0.298, 0.218]
}

Least stable = 2)

1) {
  "formula": "C2H6N2O3",
  "method": "wB97M-V/def2-TZVPD",
  "lumo_ev": 0.5813,
  "symbols": ["N", "C", "O", "N", "C", "O", "H", "H", "H", "H", "O", "H", "H"],
  "coordinates": [[0.518, 1.467, 1.429], [-0.732, 0.966, 1.528], [-1.267, 0.615, 2.561], [-1.493, 0.964, 0.330], [-0.974, 0.864, -0.935], [0.111, 0.406, -1.206], [0.880, 1.561, 0.503], [1.069, 1.506, 2.247], [-2.487, 1.020, 0.377], [-1.587, 1.258, -1.758], [1.873, -3.893, -1.881], [2.244, -3.079, -2.264], [1.844, -3.656, -0.932]],
  "mulliken_charge": [-0.323, 0.465, -0.600, -0.083, 0.040, -0.538, 0.205, 0.227, 0.246, 0.361, -0.642, 0.321, 0.321]
}

2) {
  "formula": "C2H6N2O3",
  "method": "wB97M-V/def2-TZVPD",
  "lumo_ev": 0.6752,
  "symbols": ["C", "N", "O", "O", "H", "H", "H", "N", "C", "O", "H", "H", "H"],
  "coordinates": [[-0.144, -1.326, -0.602], [-1.029, -1.190, 0.281], [-2.167, -0.762, 0.186], [-0.575, -1.534, 1.534], [-0.439, -1.375, -1.744], [0.843, -1.691, -0.320], [0.296, -1.166, 1.838], [-0.436, 1.452, 0.397], [0.690, 0.690, 0.221], [1.353, 0.222, 1.161], [-0.857, 1.712, -0.429], [-0.834, 1.506, 1.230], [1.067, 0.558, -0.863]],
  "mulliken_charge": [-0.762, 0.740, -0.656, -0.428, 0.302, 0.426, 0.413, -0.262, 0.119, -0.677, 0.205, 0.204, 0.378]
}

Least stable = 2)